This record from the OMol25 dataset describes a molecular structure, C16H20N2OPRe at a distorted geometry. The level of theory is ωB97M-V/def2-TZVPD.

ORCA input file:
```
! wB97M-V def2-TZVPD RIJCOSX def2/J DEFGRID3
* xyz 1 4
C 0.99624 0.67545 -4.20092
C 0.02020 0.20620 -5.21293
C -0.43693 -1.14056 -5.11220
C -0.34132 -2.00895 -4.00276
C 0.57867 -1.62548 -2.94709
Re -0.43130 -0.09458 -3.28348
P -0.25183 2.21474 -2.25499
H 1.53882 1.61188 -4.39138
H -0.22134 0.70201 -6.18218
H -0.87234 -1.58861 -6.02069
H 0.95005 -2.31094 -2.21498
H -0.80028 -3.00258 -4.07780
H -1.05764 2.88427 -1.30206
H -0.00691 3.35689 -3.05609
H 0.96325 2.36396 -1.53428
C 1.14345 0.18797 3.64194
N 1.20714 0.05097 2.19505
N 0.17273 -0.23344 1.37546
C 0.59560 -0.17363 0.03902
O -0.25715 -0.20127 -0.92299
C 2.02593 0.04440 0.14546
C 2.31744 0.27938 1.47668
C 3.51951 0.80602 2.15937
C -1.15024 -0.37554 1.88858
C -1.67333 0.50885 2.84418
C -2.96303 0.29822 3.34497
C -3.75028 -0.75434 2.85549
C -3.20814 -1.65046 1.92430
C -1.90804 -1.46658 1.45504
H 1.97532 -0.37043 4.09647
H 0.20463 -0.16087 4.06892
H 1.26357 1.23474 3.95371
H 2.73234 0.07037 -0.66649
H 3.28361 1.74027 2.69807
H 3.97309 0.10449 2.88096
H 4.30352 1.04879 1.43514
H -1.06105 1.32834 3.23102
H -3.34576 0.96942 4.11715
H -4.77298 -0.87583 3.22537
H -3.80979 -2.48489 1.56424
H -1.44540 -2.16861 0.76675
*
```

Output
Calculated total energy: -1225.54028 Ha
⟨S²⟩: 3.78